(1)
The following is a DFT calculation (ωB97M-V/def2-TZVPD) of a molecular structure, C41H46LuN6P2S2.

```
98
Properties=species:S:1:pos:R:3:forces:R:3
Lu 0.028174 -1.370274 1.146330 -0.1296 -1.6203 1.1323
S -3.073826 2.034426 -5.011070 -0.0031 -0.0147 0.4045
S 4.943474 -1.807274 2.259130 -0.7418 -0.0237 -0.0653
P -0.292426 -0.694174 -1.536270 0.7089 0.9376 -1.2373
P 0.026674 1.349126 0.502230 0.6053 1.3761 -0.8302
N -2.485726 -1.882474 1.459330 0.2255 0.3417 0.1906
N 1.464674 -1.485374 5.378730 0.2237 -0.0134 -0.6053
N 2.413374 -1.765374 1.819530 -0.5669 0.0701 0.1662
N -0.557026 1.000626 -1.115370 0.2524 -0.4937 0.4876
N -0.298126 -3.916974 1.049530 0.2741 0.0896 0.0766
N 0.168774 -1.307974 3.571430 0.7000 -0.1164 -0.7868
C -2.725526 1.168426 -2.457970 0.1029 0.0559 -0.0951
C 3.954674 -2.286374 -2.233770 -0.1069 -0.1282 -0.0247
C -0.729026 3.940626 -0.264770 0.0124 -0.1105 -0.0350
C -2.817226 3.641626 -5.797170 0.0884 -0.2936 0.2879
C 1.783474 1.821426 0.324230 -0.1059 -0.3705 0.2966
C 2.638874 1.444626 1.356930 -0.2290 -0.0282 -0.0459
C 3.952674 1.885426 1.369630 0.0928 0.0314 0.0147
C -1.186926 4.778126 2.340530 0.0298 0.0782 0.0775
C 1.519374 -1.103374 -1.530270 -0.2282 -0.2981 0.5241
C 1.416774 -1.460674 4.031930 -0.2351 -0.0005 0.3006
C 2.242174 2.682526 -0.669770 0.0010 -0.0359 0.0337
C -0.436126 -0.360574 -6.114470 -0.0248 -0.0934 0.0354
C 2.898374 -3.084474 -1.823670 0.0590 -0.1395 -0.0616
C 3.584174 -1.881074 1.237530 0.1484 0.0167 -0.0796
C 4.414974 2.706126 0.352630 0.0755 -0.1285 0.1585
C 3.558474 3.110526 -0.659170 -0.1972 0.0062 -0.1290
C -1.333126 -4.505774 0.143930 -0.4054 -0.1184 -0.1552
C 3.891974 -1.607274 3.586630 -0.5302 0.0449 -0.1702
C 3.802774 -0.907774 -2.270970 -0.1058 0.2295 -0.0463
C -2.508326 -1.094474 6.150130 -0.1234 0.0076 -0.0853
C -1.027326 -1.560674 -4.118870 0.0468 0.0821 0.1767
C -0.602926 3.038926 0.792430 -0.3075 -0.2872 0.4270
C 2.579274 -1.607374 3.182530 1.1617 -0.0524 0.1408
C -2.754626 -4.218774 0.617230 0.2834 0.3626 -0.2215
C -0.365026 -0.601074 -3.359670 -0.4397 -0.3646 -0.0379
C -1.316926 5.670626 1.290230 -0.0057 -0.0349 0.0872
C 0.185174 -1.360974 5.851930 -0.9496 0.1253 -0.3469
C 0.284674 0.462326 -3.981670 0.0183 -0.0783 0.1671
C -1.068126 -1.428374 -5.497570 0.0680 -0.0219 -0.0915
C -0.631626 -1.233474 4.705430 -0.0381 -0.0247 0.8368
C -2.044126 1.187326 -1.091970 -0.5929 0.1860 -0.2332
C 2.597774 -0.314574 -1.931170 0.1091 0.0283 0.1427
C 0.251874 0.575126 -5.357770 0.0833 0.0138 0.0406
C -2.326426 2.326826 -3.360070 -0.2255 -0.0637 -0.6713
C -2.007326 -1.071274 4.866730 0.1129 -0.0109 -0.0834
C -1.685826 -1.250274 7.272030 0.1355 0.0179 0.0152
C 1.691174 -2.497674 -1.474770 -0.2411 0.2204 -0.0372
C -0.319426 -1.368974 7.145430 -0.0128 0.0076 -0.0664
C -3.189726 -2.763074 0.481230 -0.1183 -0.3716 -0.2844
C -1.094926 5.248626 -0.012370 0.0742 -0.0309 -0.0153
C -0.832126 3.460426 2.097630 -0.0091 -0.2026 -0.1555
H -1.202726 5.943126 -0.830970 -0.0020 0.0559 -0.0884
H -4.271926 -2.719274 0.644630 0.1682 0.1499 0.0050
H 0.763274 1.395426 -5.839370 -0.0097 0.0768 -0.0413
H -3.312926 3.588626 -6.760970 -0.0210 0.0500 -0.0754
H -0.561826 3.618326 -1.282370 -0.0159 -0.0140 -0.1073
H -1.756026 3.822126 -5.939970 0.0594 0.1286 -0.0690
H 2.251874 0.844326 2.178930 0.1325 0.0783 -0.0498
H 1.570674 3.019826 -1.444170 -0.0399 0.0346 -0.1295
H 4.282874 -1.489274 4.578530 0.0717 0.0156 0.2129
H 4.880374 -2.735974 -2.554670 0.1463 -0.0729 0.0122
H -1.523826 -2.393474 -3.639370 -0.0896 -0.0636 0.0143
H -2.248926 2.154826 -0.630370 -0.0038 -0.2325 -0.0019
H -3.433826 -4.826574 0.016830 0.0204 -0.0083 0.0597
H 3.913274 3.773726 -1.432770 0.0287 0.0751 -0.0765
H 4.616174 -0.284574 -2.610770 0.0910 0.0480 -0.0193
H -3.027226 -1.010674 1.496330 0.2781 -0.1742 0.0955
H -2.875026 -4.546374 1.653930 -0.0650 -0.0836 0.0479
H -1.210326 -5.592074 0.089430 0.1433 0.1543 -0.0080
H -2.988426 -2.396474 -0.531570 -0.0245 -0.0232 0.1473
H 0.796374 1.201526 -3.382170 0.0297 0.0965 -0.0506
H 3.004474 -4.159274 -1.804270 -0.0044 -0.0822 -0.0533
H -2.522926 0.232426 -2.978170 -0.2175 0.0346 0.0362
H 0.588974 -4.364474 0.793030 -0.1428 0.2245 0.1909
H -2.645526 -2.321674 2.374030 0.1808 0.2962 -0.1442
H -0.482426 -0.250674 -7.186170 -0.0045 -0.0260 -0.1133
H -1.360126 5.109126 3.351730 -0.0250 0.0291 0.1239
H 0.824474 -3.135674 -1.302870 0.0834 -0.0058 0.1202
H -2.665826 -0.906274 4.027330 -0.0687 0.0152 -0.0493
H 0.326374 -1.467174 8.003130 0.0490 -0.0266 0.1223
H -3.268326 4.424926 -5.196370 -0.0372 0.1223 -0.0349
H -1.246226 2.374626 -3.489970 0.0705 0.1299 0.1518
H -1.192626 -4.102174 -0.864870 0.0339 -0.0456 0.1146
H 2.282174 -1.587674 5.957430 0.1194 -0.0641 -0.0626
H -3.569726 -0.985874 6.301230 -0.1396 0.0389 0.0107
H 2.499374 0.755426 -2.010670 0.0075 -0.0351 -0.0006
H 5.438574 3.047326 0.360430 0.0906 0.0522 0.0098
H 4.612174 1.612126 2.179230 0.0591 -0.0249 0.0905
H -0.506926 -4.297974 1.980130 0.2036 0.2402 -0.1408
H -0.728826 2.761026 2.916930 -0.0280 -0.0016 0.1168
H -2.515826 0.415426 -0.455970 0.0402 0.0446 0.0194
H -1.591526 6.695926 1.482630 -0.0442 0.0861 0.0339
H -1.598226 -2.153874 -6.092870 -0.0667 -0.1043 -0.0496
H -3.803526 1.216026 -2.293870 -0.0089 -0.0523 0.0976
H 3.708074 -2.024474 0.180130 -0.0657 0.0531 -0.1702
H -2.698026 3.277026 -2.975870 0.0222 0.0383 0.0938
H -2.133926 -1.266774 8.252930 -0.0247 0.0134 0.0847
```
Forces are in eV/Å.

Properties
- Total charge: +3
- Energy: -4632.3965 Ha
- Orbital gap: 5.78 eV
- M: 923.91 g mol⁻¹
- E_LUMO: -8.22 eV
- Energy above the lowest of the compared OMol25 structures with the same formula, charge and spin: 181.5 kJ/mol

(2)
The following is a DFT calculation (ωB97M-V/def2-TZVPD) of 2 unconnected molecules or ions with the total composition C2H5INO.

```
10
Properties=species:S:1:pos:R:3:forces:R:3
I -1.321088 3.142684 -2.677671 -0.1558 -0.0124 0.0859
O 1.230968 0.322108 -0.957495 0.2362 -0.2335 0.0108
N -0.791982 0.574534 0.026860 0.2544 -0.8224 0.4278
C 0.414410 -0.050778 -0.140326 -0.1106 1.2419 -0.2079
C 0.725222 -1.186851 0.819041 -0.7727 0.8511 -0.7687
H -1.478864 0.069557 0.561262 -0.1261 0.3004 -0.0880
H 1.173677 -0.761420 1.714738 0.2003 -0.2039 -0.0272
H 1.397977 -1.790561 0.214665 -0.0402 -0.5178 0.6303
H -0.249158 -1.610926 1.062968 0.3725 -0.7279 0.2182
H -1.101161 1.291652 -0.624043 0.1421 0.1244 -0.2812
```
Forces are in eV/Å.

Properties
- Total charge: -1
- Energy: -507.0076 Ha
- Orbital gap: 6.78 eV
- M: 185.97 g mol⁻¹
- E_LUMO: 3.40 eV
- Energy above the lowest of the compared OMol25 structures with the same formula, charge and spin: 56.4 kJ/mol

(3)
The following is a DFT calculation (ωB97M-V/def2-TZVPD) of a molecular structure, C20H44N2O15PS2.

```
84
Properties=species:S:1:pos:R:3:forces:R:3
S -3.182597 0.520103 0.593908 0.0005 -0.0077 -0.0255
S -3.378563 -2.067740 1.637079 -0.1651 -0.1225 0.1617
P -3.625558 -1.395098 3.712905 0.3315 -0.2252 0.2382
O 2.558636 -3.477709 -6.169577 0.0200 0.0326 0.0133
O 4.657477 -2.932930 -5.852098 -0.0251 0.0371 -0.0787
O -2.494240 -3.197929 1.783956 -0.1029 -0.0034 -0.1695
O 2.594621 0.710328 -0.186523 -0.0004 0.0730 0.0139
O 8.128796 0.417128 -1.353833 0.0942 -0.0434 0.0545
O -2.547277 1.039095 -0.585167 -0.0336 0.0437 -0.0045
O -3.024787 1.260246 1.823628 -0.0360 -0.0095 -0.0196
O -6.982635 -0.854293 3.827075 -0.0916 0.1587 0.0252
O -4.748203 -2.333922 1.223394 -0.0021 0.0972 0.0674
O 0.333084 6.380810 -4.160424 0.0051 -0.0294 0.0049
O -0.546334 4.383608 -4.377408 0.0858 0.0130 -0.0822
O -8.682423 -0.099877 4.993129 -0.0364 0.0129 -0.0927
O 2.396067 -0.968841 1.200496 0.1091 0.1470 0.0688
O 9.655096 1.961239 -1.661779 -0.0288 -0.0078 0.0234
O -2.554648 -1.806366 4.655610 0.0311 0.1259 -0.0841
N -2.679045 -0.986596 0.735277 0.2816 0.0482 0.1710
N -4.817537 0.529829 0.302826 -0.0162 -0.0045 -0.1520
C 0.730709 0.844356 1.291991 -0.0653 0.1235 0.0531
C -0.488828 2.958526 -4.177275 -0.0115 -0.0718 0.0340
C -9.998285 -0.260316 5.530055 -0.0059 -0.0039 0.0375
C 6.052957 -2.149445 -3.996932 -0.0687 -0.0311 0.0681
C 8.077875 2.452710 0.044788 0.0773 -0.0417 0.0864
C 1.782025 -1.608203 2.339197 -0.0982 -0.0700 -0.0035
C 0.346496 5.224793 -3.825670 -0.0771 0.0210 0.0600
C 1.972569 0.220140 0.724954 -0.0576 -0.2259 -0.0457
C 2.884208 -1.571551 -4.786495 -0.0117 0.0688 -0.0886
C 1.292726 4.718262 -2.761839 0.0883 -0.0202 -0.0864
C 3.334051 -2.713929 -5.664612 0.0183 -0.0745 0.0473
C 7.083769 -0.180852 -0.565114 -0.0850 -0.0377 0.0086
C -9.978653 -0.843625 6.927410 0.0504 -0.0104 0.0013
C -1.143594 2.515668 -2.890941 0.0051 0.0844 0.0480
C 5.663919 -1.996781 -5.451076 0.0454 0.0304 0.0309
C -8.025613 -1.101322 4.363277 0.0789 -0.0721 0.0381
C 0.541169 -2.381922 1.961487 0.0530 -0.0030 -0.0503
C 8.695632 1.596443 -1.035743 -0.0499 0.0251 -0.0850
C -8.575712 -2.507363 4.405647 -0.0725 0.0179 -0.1002
C 5.712673 0.343195 -0.919276 0.0595 0.0428 -0.0718
H 2.766725 -1.947339 -3.769273 0.0076 0.0066 0.0056
H 0.544137 0.621297 2.337710 -0.0112 -0.0566 0.0030
H 5.213914 -1.928864 -3.336420 0.0182 0.0215 0.0096
H -0.633563 2.921839 -2.018327 0.0001 -0.0582 0.0212
H -1.015078 2.553216 -5.040386 -0.0202 0.0213 0.0077
H -8.247098 -3.013038 3.501564 0.0487 -0.0051 0.0274
H 1.580050 -0.873452 3.118524 0.0103 0.0226 -0.0059
H -10.405074 0.749807 5.546210 0.0095 -0.0016 0.0072
H 0.776745 -3.124189 1.197887 -0.0084 -0.0140 0.0154
H -8.130156 -3.016216 5.261418 -0.0058 -0.0023 0.0043
H -1.124517 1.429897 -2.805118 -0.0122 0.0017 0.0101
H 4.938166 -0.177163 -0.357274 -0.0187 0.0092 -0.0210
H 3.561270 -0.722433 -4.762503 0.0166 -0.0121 0.0258
H 0.823214 4.880207 -1.791135 -0.0030 -0.0151 0.0028
H -9.368769 -0.222885 7.583433 -0.0115 0.0031 0.0013
H 5.352591 -0.976501 -5.680350 -0.0247 -0.0096 0.0002
H 8.872396 3.040455 0.496549 -0.0078 0.0316 -0.0434
H 2.197506 5.318320 -2.810577 -0.0295 0.0365 0.0292
H -9.565671 -1.852206 6.935286 -0.0247 -0.0081 -0.0081
H 6.378886 -3.170368 -3.797064 0.0235 0.0078 -0.0209
H -0.247250 -1.741296 1.571773 -0.0131 0.0210 0.0129
H -10.991870 -0.885757 7.329663 -0.0001 0.0074 0.0021
H 6.510507 -2.225010 -6.097144 -0.0024 -0.0071 0.0083
H 0.135475 -2.896234 2.832388 -0.0233 0.0117 0.0080
H -5.333863 0.337061 1.155227 0.0761 -0.0239 0.0009
H -9.657104 -2.573175 4.485695 0.0025 -0.0031 0.0332
H 7.302479 -0.071789 0.498141 0.0252 0.0216 -0.0108
H 0.795915 1.922086 1.167953 -0.0114 -0.0205 -0.1055
H -3.850698 -0.011998 3.634234 -0.1616 -0.0600 -0.1036
H 6.868108 -1.465643 -3.753326 0.0090 -0.0075 -0.0019
H 1.550246 3.666373 -2.841313 -0.0278 -0.0100 0.0290
H -5.037803 -0.190480 -0.379210 -0.0130 0.0369 0.0608
H 5.612352 1.407213 -0.706299 -0.0131 -0.0141 0.0460
H 1.909718 -1.245151 -5.139179 -0.0184 -0.0414 0.0312
H 0.546228 2.618169 -4.244521 0.0019 0.0090 -0.0051
H -4.881697 -1.964414 3.965377 -0.0143 0.0126 -0.0886
H -0.127574 0.482909 0.720313 -0.0084 0.0272 -0.0040
H 5.522318 0.198615 -1.983409 -0.0301 -0.0128 0.0123
H -2.183730 2.834329 -2.843383 -0.0002 -0.0109 -0.0365
H -10.620941 -0.846250 4.852684 0.0120 -0.0052 -0.0027
H 7.371938 3.135085 -0.429455 -0.0114 -0.0066 0.0035
H 2.560085 -2.271678 2.716170 0.0061 -0.0026 -0.0379
H 7.552056 1.899618 0.817144 -0.0313 0.0029 -0.0190
H 7.159410 -1.242834 -0.795984 -0.0033 0.0085 -0.0191
```
Forces are in eV/Å.

Properties
- Total charge: -1
- Energy: -3164.4081 Ha
- Orbital gap: 8.47 eV
- M: 647.68 g mol⁻¹
- E_LUMO: 2.02 eV

(4)
The following is a DFT calculation (ωB97M-V/def2-TZVPD) of a single C5H5NO molecule.

```
12
Properties=species:S:1:pos:R:3:forces:R:3
O 1.291511 -1.100426 0.007904 0.4672 -0.4222 0.0808
N -3.383438 -0.194979 -0.020775 1.8017 -0.2118 -0.0041
C 1.460917 0.329419 -0.057749 0.8276 0.5287 -0.0533
C -2.220030 -0.278854 -0.022030 -1.5741 0.2740 0.0132
C -0.796393 -0.277350 -0.024121 -0.2005 -0.4714 -0.0649
C -0.012464 -1.369900 0.002650 -0.8267 0.3361 0.0442
C 0.068829 0.961859 0.034713 -0.0761 -0.0265 0.5668
H 1.976784 0.557621 -1.008484 -0.2646 -0.1157 0.4233
H -0.121985 1.692540 -0.741858 -0.0750 -0.0356 -0.2791
H 2.119522 0.618802 0.780820 -0.2892 -0.1498 -0.4470
H -0.074513 1.480318 0.992186 0.0123 -0.1014 -0.1624
H -0.308737 -2.419055 0.056748 0.1974 0.3956 -0.1175
```
Forces are in eV/Å.

Properties
- Energy: -323.4827 Ha
- Orbital gap: 9.71 eV
- M: 95.10 g mol⁻¹
- E_LUMO: 0.69 eV
- Energy above the lowest of the compared OMol25 structures with the same formula, charge and spin: 97.2 kJ/mol
- SMILES string: N#CC1=COCC1

(5)
The following is a DFT calculation (ωB97M-V/def2-TZVPD) of a single C2H5ClO3S molecule.

```
12
Properties=species:S:1:pos:R:3:forces:R:3
Cl -2.876240 0.143294 -2.668650 0.0196 0.1001 0.1271
S -1.089015 -0.576313 -2.008775 0.1040 -0.2074 -0.4249
O -1.322679 -1.921304 -1.565840 -0.1454 0.0458 0.1507
O -1.702667 -0.046866 0.418341 -0.4266 -0.1913 0.7669
O -0.129822 -0.348306 -3.038070 0.0808 0.3293 0.0039
C 0.683387 0.021527 -0.146910 0.2413 -0.0531 0.1811
C -0.749539 0.372914 -0.458569 -0.1786 2.4990 -1.2203
H -0.895455 1.544759 -0.657190 0.2439 -2.6814 0.2772
H 1.336279 0.427739 -0.915223 0.0789 0.0014 0.0015
H 0.973819 0.424061 0.824205 -0.1287 0.0252 -0.0438
H -1.719261 -1.019659 0.413374 0.0100 0.1559 0.0970
H 0.796113 -1.062947 -0.128461 0.1008 -0.0236 0.0835
```
Forces are in eV/Å.

Properties
- Energy: -1163.2815 Ha
- Orbital gap: 11.41 eV
- M: 144.58 g mol⁻¹
- E_LUMO: 0.35 eV
- Energy above the lowest of the compared OMol25 structures with the same formula, charge and spin: 0.0 kJ/mol
- SMILES string: C[C@H](O)S(=O)(=O)Cl

(6)
The following is a DFT calculation (ωB97M-V/def2-TZVPD) of a single C6H8 molecule.

```
14
Properties=species:S:1:pos:R:3:forces:R:3
C -1.727961 1.021678 -0.369673 -0.2284 -0.1151 -0.1930
C 1.639155 -0.416325 0.385885 0.1177 0.2285 -0.1483
C 0.614160 -1.419823 0.622230 -0.1637 0.1668 -0.0489
C -0.569183 -1.100528 0.067339 0.0973 -0.1403 0.1926
C 1.218082 0.859581 0.261891 0.9697 0.2618 0.6409
C -0.807935 0.127511 -0.733298 -1.0872 -0.3485 -0.2071
H 0.441014 1.239583 0.905412 -0.1729 -0.2056 -0.3864
H -0.392999 0.127481 -1.744749 -0.2170 -0.0771 0.0836
H 0.807621 -2.402010 1.050100 -0.0531 0.2682 0.0582
H 1.670836 1.589223 -0.399453 0.6147 0.0988 0.4687
H -2.221277 1.662567 -1.084460 0.3040 0.4085 0.0021
H -1.446909 -1.741025 0.098152 0.2418 -0.1941 0.2058
H -2.022324 1.112534 0.674768 -0.2736 -0.2500 -0.2237
H 2.647997 -0.713217 0.116248 -0.1491 -0.1018 -0.4444
```
Forces are in eV/Å.

Properties
- Energy: -233.3022 Ha
- Orbital gap: 8.94 eV
- M: 80.13 g mol⁻¹
- E_LUMO: 0.91 eV
- Energy above the lowest of the compared OMol25 structures with the same formula, charge and spin: 222.5 kJ/mol
- SMILES string: C=C/C=C\C=C

no.,HOMO level (eV)
1,-14.00
2,-3.38
3,-6.46
4,-9.02
5,-11.07
6,-8.03